Below is C32H48BF7IrN6O5P2S3 as an isolated structure, with properties calculated with the ωB97M-V functional and the def2-TZVPD basis.

Multiplicity = 6
LUMO energy (alpha / beta) = -0.053 / -0.133 Eh
Net charge = 0
Expectation value of S² = 8.82

Each line ends with the Mulliken spin population.
Atoms and positions in Å:
Ir  -0.24  -0.18  1.45  1.558
F  -1.46  -1.92  6.82  0.000
C  -0.76  -0.79  6.95  0.040
F  0.54  -1.11  7.01  0.003
F  -1.08  -0.23  8.13  0.002
C  -1.04  0.17  5.82  -0.092
C  -1.74  1.34  6.06  0.002
C  -2.01  2.20  5.01  -0.009
C  -1.59  1.86  3.73  -0.018
N  -0.93  0.73  3.49  0.098
C  -0.64  -0.12  4.51  0.014
S  0.23  -1.52  4.04  0.806
H  -2.06  1.58  7.06  0.001
H  -2.55  3.12  5.17  0.000
H  -1.80  2.47  2.86  0.020
F  -3.25  -3.57  1.83  0.001
B  -2.28  -3.04  2.65  -0.013
F  -1.53  -2.03  1.81  0.024
F  -1.33  -3.98  3.05  -0.001
F  -2.80  -2.32  3.73  -0.001
C  0.14  5.18  -1.21  0.009
C  1.58  4.76  -1.45  0.008
C  1.72  3.79  -2.61  -0.008
O  2.18  4.25  -0.23  0.015
P  2.23  2.78  0.39  0.028
S  3.59  1.63  -0.40  0.029
S  0.30  2.08  0.35  0.301
O  2.70  3.10  1.88  -0.001
C  2.30  4.13  2.82  -0.004
C  0.81  4.17  3.08  0.003
C  2.87  5.48  2.42  0.000
H  -0.18  5.85  -2.02  0.000
H  0.05  5.72  -0.27  0.000
H  -0.53  4.32  -1.18  0.000
H  2.17  5.65  -1.65  0.000
H  1.20  2.86  -2.40  0.007
H  2.77  3.56  -2.81  0.001
H  1.28  4.24  -3.51  0.000
H  2.80  3.80  3.73  0.000
H  0.26  4.42  2.17  0.000
H  0.60  4.94  3.83  0.001
H  0.45  3.21  3.45  -0.005
H  2.27  5.94  1.63  0.000
H  3.89  5.37  2.07  0.000
H  2.87  6.14  3.29  0.000
O  0.86  -1.09  -0.34  0.157
P  1.02  -2.11  -1.44  0.001
N  0.12  -1.65  -2.73  0.006
C  -0.69  -2.56  -3.55  -0.004
C  -1.45  -1.61  -4.50  -0.003
C  -0.61  -0.33  -4.50  -0.001
C  -0.14  -0.24  -3.05  0.010
N  2.56  -2.24  -2.04  0.004
C  3.05  -1.29  -3.07  0.002
C  4.59  -1.43  -3.03  -0.001
C  4.86  -2.60  -2.07  0.001
C  3.67  -2.56  -1.13  -0.001
N  0.74  -3.63  -0.92  0.006
C  1.13  -4.84  -1.67  0.000
C  -0.16  -5.67  -1.72  0.000
C  -0.81  -5.39  -0.36  -0.001
C  -0.33  -3.98  0.05  -0.017
H  -1.38  -3.14  -2.94  0.004
H  -0.05  -3.25  -4.11  -0.001
H  -2.44  -1.40  -4.09  0.001
H  -1.56  -2.04  -5.49  0.000
H  -1.18  0.56  -4.79  0.000
H  0.25  -0.43  -5.17  0.000
H  -0.92  0.19  -2.42  0.001
H  0.76  0.36  -2.92  -0.003
H  2.77  -0.26  -2.85  -0.001
H  2.63  -1.56  -4.04  0.000
H  5.02  -0.51  -2.62  0.000
H  5.01  -1.60  -4.01  0.000
H  5.81  -2.51  -1.55  0.000
H  4.85  -3.55  -2.62  0.000
H  3.81  -1.77  -0.37  0.000
H  3.48  -3.50  -0.62  0.000
H  1.89  -5.39  -1.11  0.000
H  1.54  -4.59  -2.64  0.000
H  0.04  -6.73  -1.88  0.000
H  -0.79  -5.32  -2.53  0.000
H  -0.48  -6.12  0.37  0.000
H  -1.90  -5.43  -0.40  0.000
H  0.07  -3.99  1.07  -0.004
H  -1.13  -3.25  0.02  0.012
O  -2.22  -1.75  -0.81  0.156
C  -2.67  -0.67  -0.52  0.207
N  -2.12  0.25  0.39  0.121
C  -2.90  1.40  0.40  0.149
O  -2.71  2.40  1.05  0.122
C  -4.04  1.20  -0.55  0.422
C  -5.08  2.04  -0.89  -0.120
C  -5.99  1.56  -1.83  0.413
C  -5.86  0.29  -2.39  0.403
C  -4.81  -0.54  -2.02  -0.134
C  -3.91  -0.06  -1.10  0.228
H  -5.18  3.02  -0.45  0.006
H  -6.82  2.19  -2.14  0.016
H  -6.59  -0.05  -3.12  0.018
H  -4.70  -1.53  -2.44  0.008
N  2.00  -0.27  1.90  0.013
H  2.53  0.22  1.17  -0.001
H  2.22  -1.26  1.80  -0.012
H  2.32  0.03  2.82  0.000

---

Below is one molecule with the formula C5H8ClNO, with properties calculated with the ωB97M-V functional and the def2-TZVPD basis.

SMILES = Cl[C@@H]1COC[C@@]12CN2
LUMO energy = 0.032 Eh
Net charge = 0

Each line ends with the natural charge from an NBO analysis.
Atoms and positions in Å:
Cl  -2.09  -1.39  -0.46  -0.038
C  -1.00  -0.48  0.56  -0.239
C  -1.40  1.02  0.63  -0.068
O  -0.81  1.61  -0.52  -0.535
C  0.24  0.85  -1.07  -0.073
C  0.36  -0.37  -0.14  0.020
C  1.57  -0.77  0.60  -0.249
N  1.06  -1.52  -0.60  -0.568
H  -1.07  -0.98  1.56  0.235
H  -0.92  1.46  1.52  0.170
H  -2.46  1.24  0.68  0.207
H  -0.05  0.62  -2.12  0.186
H  1.13  1.51  -1.15  0.186
H  1.42  -1.31  1.55  0.207
H  2.52  -0.26  0.47  0.204
H  1.50  -1.22  -1.50  0.355

---

Below is C6H8O2 as an isolated structure, with properties calculated with the ωB97M-V functional and the def2-TZVPD basis.

LUMO energy = 0.037 Eh
Net charge = 0

Each line ends with the natural charge from an NBO analysis.
Atoms and positions in Å:
C  0.51  -0.06  -0.08  0.162
C  -1.60  0.07  0.75  -0.431
C  -0.97  -0.21  -0.67  0.056
C  0.70  2.38  -0.12  -0.409
C  1.15  1.21  0.33  -0.182
C  -0.29  -0.84  0.95  0.063
H  1.09  -1.74  -0.94  0.495
H  -1.51  1.00  1.31  0.210
H  -2.60  -0.36  1.10  0.229
H  -1.39  -0.04  -1.62  0.204
H  0.11  2.43  -1.15  0.227
H  1.09  3.33  0.51  0.226
H  1.78  1.08  1.54  0.206
H  0.03  -1.43  1.86  0.216
O  1.43  -0.78  -0.89  -0.711
O  -0.87  -1.67  -0.31  -0.562

---

Below is C26H28As2N3O9PdS6 as an isolated structure, with properties calculated with the ωB97M-V functional and the def2-TZVPD basis.

Multiplicity = 5
LUMO energy (alpha / beta) = -0.139 / -0.193 Eh
Net charge = +1
Expectation value of S² = 6.11

Each line ends with the Mulliken spin population.
Atoms and positions in Å:
Pd  -2.18  0.23  -0.37  1.204
N  -3.14  -3.55  1.71  0.069
C  -3.02  -2.29  1.26  -0.034
S  -3.17  -2.02  -0.44  0.452
N  -2.79  -1.37  2.20  0.145
N  -2.72  -0.13  1.74  0.316
C  -2.61  0.80  2.65  -0.092
C  -2.62  2.19  2.39  0.189
C  -2.30  3.07  3.44  -0.110
C  -2.31  4.42  3.26  0.198
C  -2.67  4.99  1.99  -0.041
C  -3.02  4.19  0.95  0.089
C  -3.03  2.75  1.09  0.079
O  -3.42  2.04  0.14  0.225
H  -3.42  -4.27  1.08  -0.001
H  -3.24  -3.69  2.70  -0.004
H  -2.52  0.47  3.68  0.018
H  -2.02  2.65  4.40  0.001
H  -2.05  5.08  4.08  0.005
H  -2.68  6.06  1.87  0.001
H  -3.30  4.59  -0.01  0.001
C  -1.25  2.73  -4.08  0.012
S  -0.45  1.15  -4.46  0.122
C  -1.73  0.01  -4.61  0.274
C  -2.94  -0.05  -3.89  0.038
S  -3.40  0.89  -2.60  0.336
S  -4.03  -1.29  -4.45  -0.006
C  -3.00  -2.04  -5.63  -0.048
S  -3.39  -3.34  -6.50  0.203
S  -1.48  -1.19  -5.82  0.075
H  -0.59  3.48  -4.52  0.002
H  -1.35  2.87  -3.01  0.000
H  -2.22  2.77  -4.57  -0.002
C  1.51  2.81  1.81  -0.004
O  0.75  2.79  0.57  0.004
C  0.58  1.72  -0.17  0.054
O  -0.31  1.73  -1.01  -0.008
C  1.33  0.45  0.07  0.008
C  2.64  0.29  0.26  -0.004
As  3.59  -1.17  1.31  0.012
C  5.05  -1.54  0.07  0.002
C  2.16  -2.42  0.83  -0.042
C  0.98  -1.95  1.28  0.110
As  -0.05  -1.03  -0.10  0.134
C  0.49  -1.68  -1.84  0.032
C  0.84  -1.22  2.59  -0.014
O  0.24  -0.18  2.73  0.009
O  1.39  -1.90  3.58  0.001
C  1.32  -1.28  4.88  -0.001
C  2.25  -3.45  -0.26  -0.006
O  3.23  -3.65  -0.93  -0.006
O  1.15  -4.20  -0.30  0.001
C  1.17  -5.27  -1.27  0.000
C  3.66  1.39  0.06  0.005
O  4.39  1.70  0.95  -0.001
O  3.78  1.95  -1.15  0.000
C  3.08  1.46  -2.30  -0.005
H  2.53  3.12  1.62  0.000
H  1.48  1.83  2.29  0.000
H  1.01  3.54  2.43  0.003
H  5.75  -0.72  0.18  0.001
H  4.72  -1.65  -0.96  0.000
H  5.53  -2.47  0.38  0.001
H  1.55  -1.85  -1.93  0.002
H  0.19  -0.87  -2.51  -0.013
H  -0.08  -2.57  -2.08  0.001
H  1.85  -1.95  5.55  0.000
H  0.28  -1.17  5.18  0.001
H  1.80  -0.31  4.86  0.000
H  0.15  -5.63  -1.33  0.000
H  1.83  -6.06  -0.93  0.000
H  1.51  -4.91  -2.24  0.000
H  3.54  1.97  -3.14  -0.001
H  2.02  1.71  -2.26  0.009
H  3.20  0.39  -2.41  0.000

---

Below is C44H44MnN8O2PS3 as an isolated structure, with properties calculated with the ωB97M-V functional and the def2-TZVPD basis.

Multiplicity = 5
LUMO energy (alpha / beta) = -0.204 / -0.174 Eh
Net charge = +2
Expectation value of S² = 6.07

Each line ends with the Mulliken spin population.
Atoms and positions in Å:
Mn  -0.36  0.63  0.21  4.028
C  0.40  -1.25  -3.72  0.001
C  -0.27  -0.77  -2.48  -0.023
N  0.39  -0.36  -1.45  0.038
N  1.79  -0.29  -1.55  0.011
C  2.27  0.82  -1.11  0.003
S  1.33  2.14  -0.44  -0.064
S  3.99  1.14  -1.13  0.002
C  4.65  -0.21  -2.17  0.000
C  5.26  -1.36  -1.42  -0.001
C  4.47  -2.40  -0.93  0.001
C  5.04  -3.46  -0.26  0.000
C  6.42  -3.51  -0.07  0.000
C  7.21  -2.48  -0.55  0.000
C  6.64  -1.41  -1.22  0.001
C  -1.74  -0.71  -2.39  0.044
C  -2.52  -1.59  -3.16  0.005
C  -3.90  -1.54  -3.15  0.003
C  -4.54  -0.59  -2.37  0.000
C  -3.81  0.30  -1.60  -0.009
C  -2.41  0.25  -1.59  -0.010
O  -1.77  1.16  -0.83  -0.026
H  1.27  -0.64  -3.94  0.000
H  -0.28  -1.24  -4.57  0.001
H  0.76  -2.28  -3.57  0.002
H  5.40  0.27  -2.79  0.000
H  3.84  -0.54  -2.82  -0.001
H  3.40  -2.37  -1.10  -0.001
H  4.42  -4.28  0.10  0.000
H  6.87  -4.35  0.45  0.000
H  8.29  -2.52  -0.42  0.000
H  7.26  -0.62  -1.61  0.000
H  -2.02  -2.32  -3.78  0.000
H  -4.46  -2.24  -3.74  0.000
H  -5.62  -0.54  -2.36  0.000
H  -4.31  1.03  -0.99  -0.001
C  -3.51  5.91  1.55  -0.001
N  -2.00  6.11  1.80  0.001
C  -1.39  6.65  0.48  -0.001
N  -1.67  5.77  -0.59  -0.001
C  -3.11  5.61  -0.76  0.004
N  -3.74  5.06  0.44  0.000
C  -3.32  3.67  0.69  0.006
P  -1.50  3.47  0.97  0.021
C  -1.34  4.84  2.23  0.003
C  -0.96  4.50  -0.49  0.012
H  -3.92  6.90  1.37  0.000
H  -3.92  5.50  2.48  0.000
H  -1.89  6.82  2.52  0.000
H  -0.32  6.75  0.66  0.000
H  -1.85  7.63  0.33  0.000
H  -3.30  4.94  -1.60  0.000
H  -3.56  6.58  -0.97  0.000
H  -3.59  3.06  -0.17  0.001
H  -3.88  3.28  1.54  -0.003
H  -0.29  5.06  2.41  0.000
H  -1.79  4.54  3.18  0.001
H  -1.13  3.91  -1.39  0.002
H  0.11  4.68  -0.43  -0.002
N  -6.99  -2.16  8.16  0.000
C  -6.32  -2.06  7.23  0.000
C  -5.48  -1.94  6.08  0.000
C  -5.66  -0.87  5.20  0.000
C  -4.85  -0.74  4.09  0.000
C  -3.85  -1.68  3.87  -0.002
C  -3.67  -2.76  4.73  0.001
C  -4.49  -2.89  5.83  0.000
N  -2.99  -1.54  2.74  0.000
C  -2.51  -2.55  1.94  -0.003
C  -1.69  -1.96  1.03  0.040
N  -1.66  -0.60  1.27  -0.040
C  -2.45  -0.38  2.30  0.007
H  -6.45  -0.15  5.39  0.000
H  -5.02  0.06  3.38  0.000
H  -2.88  -3.47  4.55  0.000
H  -4.37  -3.72  6.51  0.000
H  -2.81  -3.57  2.06  0.000
H  -1.13  -2.40  0.23  0.003
H  -2.62  0.57  2.78  -0.007
O  0.99  -0.14  1.40  -0.056
S  1.31  0.41  2.79  0.010
C  3.05  0.16  2.94  0.001
C  3.71  -0.69  2.06  0.002
C  5.07  -0.88  2.23  0.000
C  5.75  -0.23  3.25  0.000
C  5.07  0.63  4.11  0.000
C  3.71  0.84  3.95  -0.003
C  0.66  -0.82  3.90  0.003
C  0.06  -0.37  5.07  0.002
C  -0.43  -1.31  5.97  0.001
C  -0.33  -2.66  5.69  0.000
C  0.26  -3.09  4.50  -0.001
C  0.76  -2.17  3.60  -0.002
H  3.18  -1.17  1.25  0.001
H  5.60  -1.53  1.55  0.000
H  6.81  -0.38  3.37  0.000
H  5.61  1.15  4.89  0.000
H  3.18  1.52  4.61  0.000
H  -0.02  0.69  5.27  0.001
H  -0.90  -0.98  6.89  0.000
H  -0.70  -3.39  6.40  0.000
H  0.34  -4.15  4.30  0.000
H  1.23  -2.49  2.68  -0.001

---

Below is one molecule with the formula C6H9NS, with properties calculated with the ωB97M-V functional and the def2-TZVPD basis.

SMILES = CC1(C)S[C@@]1(C)C#N
LUMO energy = 0.021 Eh
Net charge = 0

Each line ends with the natural charge from an NBO analysis.
Atoms and positions in Å:
C  -1.78  -0.24  0.02  -0.631
C  -0.36  -0.35  -0.44  -0.030
C  -0.11  -0.15  -1.90  -0.627
S  0.63  -1.83  0.17  0.070
C  0.73  0.03  0.52  -0.188
C  0.64  0.36  1.98  -0.600
C  1.95  0.59  -0.09  0.263
N  3.00  0.84  -0.47  -0.304
H  -2.35  -0.19  -0.88  0.221
H  -1.76  0.67  0.49  0.214
H  -2.26  -1.03  0.64  0.242
H  -0.73  -0.62  -2.57  0.225
H  0.97  -0.49  -2.27  0.248
H  -0.35  0.85  -2.00  0.211
H  0.28  -0.48  2.51  0.244
H  -0.03  1.26  2.08  0.209
H  1.52  0.77  2.20  0.233

---

Look up the net charge of the third one.
0

---

Repeat the sixth record exactly.
Below is one molecule with the formula C6H9NS, with properties calculated with the ωB97M-V functional and the def2-TZVPD basis.

SMILES = CC1(C)S[C@@]1(C)C#N
LUMO energy = 0.021 Eh
Net charge = 0

Each line ends with the natural charge from an NBO analysis.
Atoms and positions in Å:
C  -1.78  -0.24  0.02  -0.631
C  -0.36  -0.35  -0.44  -0.030
C  -0.11  -0.15  -1.90  -0.627
S  0.63  -1.83  0.17  0.070
C  0.73  0.03  0.52  -0.188
C  0.64  0.36  1.98  -0.600
C  1.95  0.59  -0.09  0.263
N  3.00  0.84  -0.47  -0.304
H  -2.35  -0.19  -0.88  0.221
H  -1.76  0.67  0.49  0.214
H  -2.26  -1.03  0.64  0.242
H  -0.73  -0.62  -2.57  0.225
H  0.97  -0.49  -2.27  0.248
H  -0.35  0.85  -2.00  0.211
H  0.28  -0.48  2.51  0.244
H  -0.03  1.26  2.08  0.209
H  1.52  0.77  2.20  0.233